Record 1
{
  "formula": "C4H6ClNS",
  "method": "ωB97M-V/def2-TZVPD",
  "elements": ["C", "C", "C", "C", "H", "H", "H", "H", "H", "H", "N", "S", "Cl"],
  "coordinates": [[-0.317, -0.273, -0.020], [-0.237, 0.985, 0.860], [0.998, -0.902, -0.509], [2.237, -0.413, 0.002], [-3.762, -0.858, -1.302], [0.571, 1.415, 1.335], [-1.102, 0.931, 1.553], [0.986, -1.729, -1.401], [3.018, -1.088, -0.232], [2.615, 0.503, 0.837], [-1.470, -0.750, -0.623], [-3.042, -0.097, 0.083], [-0.495, 2.277, -0.582]],
  "nbo_charge": [0.17, -0.34, -0.24, -0.38, 0.19, 0.23, 0.23, 0.26, 0.20, 0.22, -0.49, 0.07, -0.12],
  "largest_force_ev_per_a": 5.44,
  "e_lumo_ev": -0.357,
  "homo_lumo_gap_ev": 8.3105
}

=====

Record 2
{
  "formula": "C32H62N9O",
  "method": "ωB97M-V/def2-TZVPD",
  "elements": ["C", "C", "O", "C", "C", "C", "C", "N", "C", "N", "C", "N", "H", "H", "H", "H", "H", "H", "H", "H", "H", "H", "H", "H", "H", "H", "H", "H", "H", "H", "H", "H", "C", "C", "C", "C", "N", "H", "H", "H", "H", "H", "H", "H", "C", "C", "C", "C", "N", "H", "H", "H", "H", "H", "H", "H", "C", "C", "C", "C", "N", "H", "H", "H", "H", "H", "H", "H", "C", "C", "C", "C", "N", "H", "H", "H", "H", "H", "H", "H", "C", "C", "C", "C", "N", "H", "H", "H", "H", "H", "H", "H", "C", "C", "C", "C", "N", "H", "H", "H", "H", "H", "H", "H"],
  "coordinates": [[-0.878, -1.941, 0.467], [-1.122, -0.593, -0.325], [-2.312, -0.791, -1.083], [-2.118, -0.533, -2.470], [-1.587, -1.767, -3.274], [-0.061, -2.034, -3.152], [0.318, -3.426, -3.779], [1.802, -3.582, -3.978], [2.638, -2.624, -3.209], [2.657, -2.905, -1.768], [2.196, -1.169, -3.599], [0.745, -1.034, -3.862], [-0.222, -2.647, -0.078], [-0.485, -1.782, 1.485], [-1.868, -2.437, 0.545], [-0.266, -0.369, -1.004], [-1.169, 0.250, 0.389], [-3.132, -0.311, -2.863], [-1.533, 0.399, -2.650], [-2.226, -2.629, -3.008], [-1.778, -1.553, -4.362], [0.210, -2.117, -2.077], [-0.235, -3.638, -4.709], [-0.004, -4.174, -3.023], [2.016, -3.428, -4.966], [2.039, -4.550, -3.721], [3.695, -2.718, -3.536], [2.661, -2.041, -1.229], [1.816, -3.421, -1.524], [2.580, -0.428, -2.868], [2.710, -0.939, -4.563], [0.402, -0.105, -3.649], [-3.284, 3.556, -6.972], [-3.211, 3.403, -5.457], [-2.181, 2.364, -5.008], [-2.549, 1.005, -5.413], [-2.837, -0.061, -5.719], [-3.623, 2.635, -7.451], [-3.988, 4.345, -7.237], [-2.309, 3.820, -7.387], [-4.199, 3.143, -5.071], [-2.942, 4.368, -5.020], [-2.095, 2.394, -3.919], [-1.196, 2.613, -5.410], [0.192, 1.950, 2.637], [0.977, 1.184, 3.689], [2.449, 1.007, 3.319], [2.627, 0.156, 2.141], [2.767, -0.508, 1.215], [0.162, 1.401, 1.692], [-0.837, 2.102, 2.968], [0.633, 2.932, 2.452], [0.509, 0.211, 3.852], [0.920, 1.724, 4.634], [2.977, 0.559, 4.164], [2.911, 1.977, 3.139], [0.269, -7.398, -4.856], [1.319, -8.415, -5.285], [2.287, -8.789, -4.160], [3.128, -7.660, -3.760], [3.788, -6.773, -3.446], [0.728, -6.444, -4.580], [-0.427, -7.207, -5.674], [-0.307, -7.762, -4.002], [1.873, -8.024, -6.142], [0.812, -9.321, -5.623], [2.931, -9.604, -4.498], [1.734, -9.162, -3.296], [4.146, 4.683, 2.885], [3.625, 5.986, 2.297], [2.673, 6.723, 3.239], [1.420, 5.995, 3.459], [0.436, 5.425, 3.626], [3.336, 3.973, 3.048], [4.863, 4.222, 2.204], [4.650, 4.855, 3.838], [3.130, 5.783, 1.345], [4.474, 6.638, 2.082], [2.435, 7.700, 2.812], [3.163, 6.909, 4.197], [-3.822, 1.383, 3.984], [-3.777, 1.118, 2.484], [-4.635, -0.072, 2.055], [-4.126, -1.340, 2.573], [-3.719, -2.336, 2.974], [-3.402, 0.548, 4.550], [-3.241, 2.274, 4.227], [-4.847, 1.546, 4.323], [-2.740, 0.963, 2.175], [-4.136, 2.009, 1.962], [-4.651, -0.124, 0.963], [-5.668, 0.072, 2.379], [-1.084, 2.441, 8.399], [0.148, 3.248, 8.793], [1.119, 3.465, 7.630], [1.731, 2.215, 7.176], [2.207, 1.235, 6.815], [-0.817, 1.428, 8.094], [-1.769, 2.364, 9.244], [-1.618, 2.919, 7.574], [0.658, 2.750, 9.620], [-0.175, 4.224, 9.161], [1.911, 4.147, 7.947], [0.603, 3.947, 6.795]],
  "mulliken_charge": [-0.94, 0.51, -0.36, -0.57, -0.95, 1.66, -1.28, 0.12, -0.39, -0.51, -0.79, -0.33, 0.06, 0.26, 0.35, 0.18, -0.26, 0.35, 0.23, 0.36, 0.42, -0.71, 0.34, 0.46, 0.45, 0.11, 0.41, 0.25, 0.38, 0.35, 0.41, 0.31, -1.18, -0.57, -0.26, 0.37, -0.53, 0.34, 0.35, 0.30, 0.31, 0.35, 0.16, 0.38, -0.28, 0.09, 0.17, 0.40, -0.54, -0.02, -0.01, 0.08, 0.33, -0.28, 0.40, -0.43, -0.45, -0.51, -0.48, 0.33, -0.45, -0.31, 0.38, 0.34, 0.30, 0.33, 0.30, 0.30, -0.57, -0.48, -0.43, 0.30, -0.46, -0.25, 0.37, 0.31, 0.31, 0.31, 0.30, 0.28, -1.43, 0.39, -0.41, 0.22, -0.50, 0.35, 0.38, 0.40, -0.38, 0.37, 0.25, 0.42, -1.13, -0.49, -0.21, 0.26, -0.49, 0.35, 0.35, 0.28, 0.31, 0.33, 0.32, 0.19],
  "largest_force_ev_per_a": 2.54,
  "e_lumo_ev": -2.278,
  "homo_lumo_gap_ev": 9.7572,
  "charge": 1
}

=====

Record 3
{
  "formula": "CHN4O2",
  "method": "ωB97M-V/def2-TZVPD",
  "elements": ["C", "N", "N", "N", "N", "O", "O", "H"],
  "coordinates": [[2.009, 1.279, -0.159], [2.377, -1.443, 0.016], [1.857, -2.059, 0.844], [2.505, 0.545, -0.920], [2.829, -0.817, -0.939], [-6.155, 0.184, 0.267], [1.645, 2.114, 0.617], [-7.068, 0.196, 0.274]],
  "nbo_charge": [0.83, 0.20, 0.01, -0.39, -0.16, -1.38, -0.49, 0.38],
  "largest_force_ev_per_a": 6.75,
  "e_lumo_ev": 1.316,
  "homo_lumo_gap_ev": 3.0652,
  "charge": -1
}

=====

Record 4
{
  "formula": "C15H27InN2O3P3S",
  "method": "ωB97M-V/def2-TZVPD",
  "elements": ["C", "C", "N", "In", "P", "N", "P", "C", "O", "P", "O", "O", "S", "H", "H", "H", "H", "H", "H", "H", "H", "H", "H", "H", "H", "H", "H", "H", "C", "C", "C", "C", "C", "C", "H", "H", "H", "H", "H", "H", "C", "C", "C", "C", "C", "C", "H", "H", "H", "H", "H", "H"],
  "coordinates": [[5.513, -1.479, 1.506], [4.427, -1.957, 2.484], [3.104, -2.151, 1.912], [2.136, -0.390, 1.279], [3.121, 0.605, -0.868], [3.222, -0.463, -2.073], [-0.348, -0.911, 0.935], [-0.439, -2.609, 1.646], [-0.458, -1.320, -0.708], [2.240, 1.499, 2.995], [2.224, 1.011, 4.543], [3.646, 2.338, 2.874], [0.764, 2.759, 2.691], [5.723, -0.424, 1.621], [6.443, -2.000, 1.706], [5.242, -1.680, 0.478], [4.763, -2.898, 2.913], [4.337, -1.228, 3.280], [3.130, -2.866, 1.198], [2.316, 1.711, -1.242], [4.372, 1.229, -0.634], [2.884, -1.350, -1.716], [0.388, -3.217, 1.309], [-1.365, -3.077, 1.347], [-0.400, -2.521, 2.721], [-0.352, -0.492, -1.206], [1.955, 1.785, 5.073], [3.405, 3.130, 2.357], [-1.078, -0.238, -4.508], [-1.491, -1.418, -3.904], [-2.110, -2.400, -4.665], [-2.313, -2.205, -6.024], [-1.898, -1.025, -6.625], [-1.282, -0.041, -5.866], [-0.589, 0.528, -3.920], [-1.329, -1.574, -2.844], [-2.434, -3.319, -4.196], [-2.793, -2.974, -6.616], [-2.053, -0.873, -7.686], [-0.957, 0.880, -6.333], [-5.007, 3.834, 2.037], [-3.619, 3.838, 2.082], [-2.917, 2.641, 2.114], [-3.606, 1.437, 2.094], [-4.993, 1.432, 2.047], [-5.695, 2.629, 2.021], [-5.553, 4.769, 2.012], [-3.081, 4.777, 2.093], [-1.833, 2.644, 2.155], [-3.053, 0.507, 2.102], [-5.529, 0.491, 2.026], [-6.778, 2.624, 1.985]],
  "mulliken_charge": [-0.80, -0.54, -0.49, 0.35, 0.23, -0.77, 0.19, -1.17, -0.50, 0.27, -0.50, -0.47, -0.50, 0.18, 0.38, 0.21, 0.40, 0.23, 0.20, -0.01, -0.01, 0.24, 0.32, 0.36, 0.34, 0.23, 0.31, 0.32, -0.28, -0.13, -0.64, -0.32, -0.41, -0.36, 0.34, 0.45, 0.36, 0.35, 0.34, 0.35, -0.34, -0.43, 0.16, -0.41, -0.40, -0.38, 0.34, 0.37, 0.03, 0.34, 0.36, 0.34],
  "largest_force_ev_per_a": 0.93,
  "e_lumo_ev": 2.690,
  "homo_lumo_gap_ev": 7.1013,
  "charge": -1
}

=====

Record 5
{
  "formula": "C25H44Cl3LuN4O3Si",
  "method": "ωB97M-V/def2-TZVPD",
  "elements": ["C", "C", "H", "H", "H", "C", "C", "H", "H", "H", "H", "Lu", "Cl", "Cl", "H", "H", "C", "C", "N", "H", "C", "O", "H", "H", "H", "H", "H", "H", "C", "C", "N", "H", "C", "O", "H", "H", "H", "H", "O", "C", "C", "C", "H", "C", "H", "C", "H", "C", "C", "H", "H", "H", "Si", "Cl", "C", "C", "C", "H", "H", "H", "H", "H", "H", "H", "H", "H", "C", "C", "C", "C", "N", "N", "C", "H", "H", "H", "H", "H", "H", "H", "H"],
  "coordinates": [[-3.017, -1.690, -5.143], [-3.099, -0.776, -3.974], [-3.827, -1.480, -5.857], [-3.114, -2.753, -4.842], [-2.092, -1.551, -5.679], [-4.251, -0.680, -3.270], [-5.549, -1.075, -3.882], [-4.286, -0.302, -2.245], [-5.651, -2.166, -3.782], [-5.605, -0.832, -4.959], [-6.370, -0.563, -3.347], [1.548, -0.793, 1.465], [3.125, 0.025, -0.601], [2.155, -3.130, 1.858], [5.812, -1.357, 4.397], [7.137, -0.649, 2.126], [4.985, -1.662, 3.759], [6.279, -1.137, 1.637], [5.085, -0.959, 2.485], [4.030, -1.410, 4.217], [4.091, -0.139, 2.117], [3.061, 0.148, 2.815], [6.065, -0.694, 0.654], [4.278, 0.392, 1.112], [5.037, -2.736, 3.587], [6.483, -2.211, 1.527], [-2.576, -3.154, -0.428], [-4.532, -1.224, -0.181], [-2.661, -3.146, 0.672], [-4.276, -1.322, 0.891], [-2.893, -1.757, 1.038], [-1.753, -3.524, 1.162], [-1.948, -0.982, 1.620], [-0.841, -1.374, 2.030], [-4.411, -0.355, 1.401], [-2.269, 0.076, 1.736], [-3.549, -3.742, 0.922], [-4.912, -2.109, 1.329], [-1.341, -1.634, -2.559], [-1.815, -0.381, -3.271], [-2.427, 0.849, -1.119], [-1.946, 0.968, -2.412], [-2.500, -0.158, -0.749], [-2.844, 1.947, -0.369], [-1.094, -0.071, -4.035], [-1.889, 2.267, -2.959], [-3.245, 1.798, 0.624], [-2.807, 3.224, -0.918], [-2.373, 3.384, -2.237], [-1.543, 2.443, -3.973], [-3.203, 4.082, -0.342], [-2.424, 4.384, -2.712], [-0.217, -2.799, -2.587], [0.240, -0.418, -0.327], [-0.335, -4.160, -1.277], [1.738, -2.696, -2.398], [-0.365, -3.279, -4.348], [-1.293, -4.235, -0.772], [0.431, -4.140, -0.478], [-0.276, -5.114, -1.818], [-1.386, -3.692, -4.331], [0.419, -3.985, -4.651], [-0.367, -2.327, -4.903], [2.229, -1.787, -2.758], [2.140, -3.511, -3.021], [2.174, -2.879, -1.404], [-1.104, 2.983, 4.468], [-0.489, 2.687, 3.168], [-0.248, 3.440, 2.022], [0.393, 2.583, 1.097], [0.565, 1.374, 1.685], [0.000, 1.471, 2.907], [0.804, 2.930, -0.281], [-0.368, 3.424, 5.159], [-1.929, 3.693, 4.327], [-1.497, 2.066, 4.932], [-0.516, 4.480, 1.865], [-0.073, 0.665, 3.509], [1.357, 3.887, -0.276], [1.458, 2.165, -0.724], [-0.071, 3.058, -0.943]],
  "mulliken_charge": [-1.91, 0.71, 0.54, 0.18, 0.41, 0.38, -1.65, 0.32, 0.28, 0.34, 0.39, 1.12, -0.62, -0.64, 0.36, 0.32, -0.93, -0.83, 0.30, 0.26, -0.03, -0.84, 0.25, 0.49, 0.32, 0.30, -0.04, 0.18, -0.85, -0.67, 0.21, 0.39, 0.48, -0.68, 0.27, 0.06, 0.35, 0.37, -0.17, -0.06, 0.36, 0.20, 0.63, -0.83, 0.62, -0.68, 0.19, -0.66, -0.86, 0.45, 0.34, 0.33, 0.67, -0.01, -1.23, -1.17, -1.01, 0.42, 0.19, 0.45, 0.15, 0.50, 0.12, 0.32, 0.37, 0.19, -1.42, 0.69, -1.01, 0.29, 0.20, 0.20, -0.73, 0.26, 0.36, 0.36, 0.48, 0.15, 0.46, 0.06, -0.10],
  "largest_force_ev_per_a": 4.28,
  "e_lumo_ev": 0.270,
  "homo_lumo_gap_ev": 8.1412
}